Entry 1:
{"formula": "C6H4", "method": "ωB97M-V with the def2-TZVPD basis set", "energy_ha": -230.669755, "orbital_gap_ev": 8.616, "e_above_lowest_ev": 5.631, "spin_multiplicity": 1, "symbols": ["C", "C", "C", "C", "C", "C", "H", "H", "H", "H"], "xyz": [[-0.7971, -0.3559, 0.5703], [0.2500, 0.7707, 0.6563], [0.8458, 0.3330, -0.6488], [-0.0295, -0.5010, -2.0481], [1.4329, -0.6084, -1.5213], [-0.2219, -0.7890, -0.7548], [-1.7758, -0.0198, 0.6075], [-0.6990, -1.2623, 1.2326], [1.0964, 0.7174, 1.2844], [-0.1018, 1.7154, 0.6218]], "forces_ev_per_angstrom": [[2.5, -2.6, 1.5], [0.9, -2.4, -1.0], [0.6, -3.3, -1.4], [-1.6, -0.7, -1.6], [1.2, 1.8, 1.5], [-0.7, 2.4, -0.2], [-2.0, 0.4, -0.5], [0.0, 1.4, 0.2], [0.5, -0.2, 1.5], [-1.4, 3.1, 0.1]]}

=====

Entry 2:
{"formula": "C6H41N2O12", "method": "ωB97M-V with the def2-TZVPD basis set", "energy_ha": -1265.238870, "orbital_gap_ev": 8.827, "e_above_lowest_ev": 5.531, "total_charge": 1, "spin_multiplicity": 1, "symbols": ["N", "C", "C", "C", "N", "C", "C", "C", "H", "H", "H", "H", "H", "H", "H", "H", "H", "H", "H", "H", "H", "H", "H", "H", "H", "H", "H", "O", "H", "H", "O", "H", "H", "O", "H", "H", "O", "H", "H", "O", "H", "H", "O", "H", "H", "O", "H", "H", "O", "H", "H", "O", "H", "H", "O", "H", "H", "O", "H", "H", "O"], "xyz": [[-1.3599, 0.0339, 1.6625], [0.0456, 0.6354, 1.3776], [1.0708, 0.5910, 2.4921], [0.8092, -0.0714, 0.1728], [1.1566, 0.7076, -0.9915], [-0.0030, 1.1588, -1.7191], [0.7411, 1.5225, -3.1559], [2.2033, 1.6702, -0.5748], [-1.2772, -0.9447, 1.6037], [-1.9069, 0.4468, 0.7275], [-1.6810, 0.1972, 2.6749], [-0.1283, 1.6952, 1.0858], [0.9031, 1.2879, 3.2834], [1.2903, -0.3859, 2.9247], [2.1369, 0.7359, 2.1559], [0.0481, -0.8918, -0.2420], [1.6204, -0.6811, 0.6092], [-0.5010, 2.1246, -1.3566], [-0.6970, 0.3162, -1.9196], [0.0702, 2.0166, -3.8420], [1.5891, 2.1937, -2.8525], [1.2719, 0.6993, -3.6406], [1.7995, 2.2551, 0.2478], [2.5460, 2.1097, -1.4348], [3.0236, 1.0891, -0.0993], [0.3363, 4.7794, -3.2371], [-0.7743, 4.1086, -3.0896], [0.1269, 3.9064, -3.0173], [0.5906, -1.6140, -2.2617], [-0.0245, -2.8180, -3.0376], [-0.2021, -2.0873, -2.4350], [-4.3527, -0.5304, 2.4157], [-3.7303, -1.5538, 1.5709], [-3.6657, -0.6632, 1.7020], [-5.4196, 0.7580, -0.2673], [-5.6907, 1.2504, -1.8718], [-5.2396, 1.2005, -0.9833], [3.9886, -1.1481, 1.4482], [4.3684, 0.3323, 1.6583], [3.6257, -0.2865, 1.7345], [3.2536, -1.6617, -2.5177], [2.2701, -0.6343, -2.0978], [2.5716, -1.5850, -1.8804], [-1.8674, -2.7944, -0.9234], [-1.4706, -3.0939, 0.4564], [-1.8939, -2.4295, -0.0501], [-0.2835, -4.1419, 2.1747], [-1.8732, -4.6368, 2.1195], [-1.2443, -3.9568, 1.9442], [3.3760, -3.2177, -0.1440], [2.0360, -2.5106, -0.2337], [2.6168, -2.9744, 0.4405], [-1.0802, 4.6041, 1.9480], [-0.5876, 4.5517, 0.4972], [-1.0495, 4.0149, 1.1589], [-3.2755, 2.2614, -0.3505], [-2.1083, 2.9662, 0.2143], [-2.4244, 2.1240, -0.0233], [1.8511, -4.3839, 1.8910], [1.2177, -3.9300, 3.2029], [1.2573, -4.7174, 2.6555]], "forces_ev_per_angstrom": [[1.7, 3.1, -1.3], [1.5, 0.5, -0.7], [1.1, 0.0, 0.5], [-3.6, -3.2, -0.5], [0.8, -1.1, 2.3], [1.6, 1.7, -3.5], [0.0, 0.0, 1.8], [-1.0, -2.4, 1.8], [-0.2, -1.8, -0.6], [0.5, -0.9, 3.4], [0.1, 0.5, -2.5], [-0.2, -0.8, 0.4], [-0.4, 0.5, 0.7], [-0.8, -0.4, 0.1], [-1.8, 0.6, -0.2], [1.4, 1.4, 0.9], [-0.1, 0.8, -0.5], [0.6, -1.6, -0.3], [0.3, 0.6, 0.6], [0.2, -0.2, -0.2], [-1.3, -0.3, -0.9], [-0.6, -0.6, 0.2], [0.2, 1.1, -0.3], [1.0, 1.9, -1.4], [-0.5, 0.2, -0.6], [2.1, 2.4, -0.6], [-3.0, -0.8, 0.1], [0.5, 0.0, 0.7], [1.3, 0.2, -0.1], [0.4, 0.3, 0.1], [-1.8, -0.8, -0.2], [1.0, 0.1, -1.1], [0.0, -4.1, -1.1], [-2.0, 3.6, 2.3], [-2.7, -4.3, 5.1], [0.1, -1.0, 2.5], [2.7, 5.4, -7.6], [-0.4, 0.4, 0.1], [-0.1, -0.2, 0.1], [1.4, -0.6, -0.3], [1.3, -0.8, -1.0], [0.0, -1.3, 1.3], [-1.2, 2.3, -0.3], [0.0, 0.2, -1.1], [0.6, -1.4, 1.5], [-1.0, 1.5, -0.4], [-1.5, -1.0, -0.1], [0.0, -1.0, 0.4], [1.4, 1.6, -0.1], [-0.8, 0.1, 0.8], [0.9, -0.7, 1.1], [0.0, 0.2, -1.5], [-0.1, -0.7, -0.8], [0.0, -0.1, 0.1], [0.4, 1.2, 0.7], [-2.6, -0.1, -1.0], [0.8, 1.7, 0.9], [1.1, -2.3, 0.2], [-1.1, -0.8, 1.4], [0.3, 0.1, 0.6], [1.2, 1.1, -1.9]]}

=====

Entry 3:
{"formula": "C6H41NO14", "method": "ωB97M-V with the def2-TZVPD basis set", "s_squared": 0.75, "energy_ha": -1360.817371, "orbital_gap_ev": [9.878, 5.928], "e_above_lowest_ev": 9.006, "total_charge": 1, "spin_multiplicity": 2, "symbols": ["C", "C", "C", "O", "C", "N", "C", "C", "H", "H", "H", "H", "H", "H", "H", "H", "H", "H", "H", "H", "H", "H", "H", "H", "H", "O", "H", "H", "O", "H", "H", "O", "H", "H", "O", "H", "H", "O", "H", "H", "O", "H", "H", "O", "H", "H", "O", "H", "H", "O", "H", "H", "O", "H", "H", "O", "H", "H", "O", "H", "H", "O"], "xyz": [[0.0973, 0.9411, 0.8591], [0.7199, -0.2263, 0.0541], [1.9631, 0.0995, -0.7949], [3.2353, 0.3948, -0.0887], [-1.4266, 0.9933, 1.0623], [-1.9402, 2.0537, 1.8408], [-2.2979, 1.9395, 3.2462], [-1.7403, 3.4468, 1.3336], [0.4215, 1.1158, 1.8775], [0.2293, 1.8865, 0.1421], [0.9582, -0.7765, 0.8268], [-0.0776, -0.7430, -0.4449], [1.9424, 0.9570, -1.5409], [2.2090, -0.7095, -1.5666], [3.2688, -0.1134, 0.7010], [-1.9687, 0.8620, 0.1129], [-1.7143, 0.0254, 1.5979], [-3.3769, 2.5224, 3.1747], [-2.6422, 0.9771, 3.4262], [-1.4740, 2.5306, 3.8117], [-1.9028, 3.5917, 0.3425], [-0.7281, 3.7246, 1.7018], [-2.4643, 4.1440, 1.7247], [-4.5351, -1.3450, -0.9526], [-3.2861, -2.0952, -1.3862], [-4.0120, -1.6048, -1.6841], [2.6839, -1.2795, -4.3168], [2.7946, -0.0141, -3.3996], [2.7188, -0.9977, -3.3426], [4.3693, -2.3125, 1.5478], [2.9112, -2.3689, 1.2921], [3.6411, -1.8814, 1.7930], [-2.2011, 0.4056, -3.5107], [-1.1859, 0.0560, -2.6899], [-1.2678, 0.4081, -3.6448], [-0.5873, -4.5781, 1.4156], [-0.7444, -3.6779, -0.0259], [-0.4896, -3.7151, 1.0090], [1.5221, -3.2275, -2.6953], [1.1903, -1.9800, -3.5433], [0.7789, -2.6059, -2.9634], [0.9775, 4.6127, -1.1176], [0.1744, 3.9922, -0.1241], [0.0508, 4.5328, -0.9936], [0.8404, -2.3864, 4.2189], [2.0151, -1.8131, 3.4754], [1.3446, -1.5049, 4.0299], [1.1211, -3.5089, 0.6847], [1.9067, -3.2710, -0.7934], [1.9355, -3.4295, 0.1513], [1.2692, 2.9948, 1.7713], [2.3249, 2.8019, 0.6673], [1.6230, 3.4192, 1.0470], [-2.4201, -2.0969, 1.5135], [-2.4686, -1.4133, 2.8763], [-2.9785, -1.9353, 2.3677], [-0.6951, -3.0249, -2.0945], [-1.1310, -1.6051, -1.8392], [-1.2692, -2.4331, -1.6052], [-0.3542, 2.6191, -4.0783], [-0.2288, 3.5304, -2.8998], [0.3705, 3.0961, -3.5601]], "forces_ev_per_angstrom": [[-0.6, 4.0, -3.0], [-1.0, 3.6, -1.7], [2.1, 0.0, -2.0], [-2.2, 1.0, -1.3], [-1.3, -4.4, 0.2], [0.7, 1.9, -0.7], [-1.8, 4.2, -1.8], [0.4, -0.8, 3.5], [1.1, -0.2, -0.1], [0.2, -1.7, 2.0], [1.8, -3.9, 3.4], [0.0, -0.3, -0.7], [-1.0, -0.4, 1.3], [-0.8, 0.5, 2.0], [0.3, -1.2, 1.2], [0.1, 0.8, 0.0], [0.3, 1.3, -0.4], [2.7, -0.8, 1.0], [0.5, -2.0, 1.0], [-1.8, -1.3, -0.3], [0.3, -0.5, -3.3], [-0.6, 0.2, -0.5], [-0.2, -0.1, 1.0], [-0.8, 0.2, 1.2], [1.7, -1.4, 0.7], [-0.9, 1.2, -1.9], [0.6, 0.7, 1.8], [0.0, -1.0, 0.0], [0.4, 0.7, -3.1], [4.8, -2.6, -1.4], [1.2, 0.6, 0.4], [-6.2, 2.1, 0.8], [-2.0, 0.4, -1.2], [1.2, 0.9, -2.1], [0.7, -1.1, 3.2], [-0.4, -0.4, -0.5], [0.5, -0.5, 3.6], [-0.8, 1.0, -2.8], [-1.3, 1.2, -0.9], [0.3, 0.7, -0.2], [1.1, -2.7, 0.9], [1.5, 0.7, -1.0], [-0.5, 1.4, -2.1], [-0.9, -1.8, 2.8], [1.2, 2.5, -0.3], [2.3, -0.5, -1.5], [-3.4, -1.9, 1.7], [-0.6, 0.0, -1.1], [-0.8, 0.2, 0.4], [1.8, 0.0, 0.7], [-0.7, -1.5, 2.5], [-1.2, 1.0, 0.8], [2.6, 0.8, -3.0], [-1.4, 0.1, 2.4], [2.9, 2.6, 3.0], [-1.4, -2.9, -5.3], [0.2, 0.6, -0.7], [1.4, 5.4, -2.1], [-2.5, -6.3, 3.2], [1.8, 0.6, 0.7], [1.2, -0.1, -0.4], [-2.8, -0.5, -0.2]]}

=====

Entry 4:
{"formula": "C6H4BrClIN", "method": "ωB97M-V with the def2-TZVPD basis set", "energy_ha": -3617.599794, "orbital_gap_ev": 8.066, "e_above_lowest_ev": 0.122, "spin_multiplicity": 1, "symbols": ["C", "C", "C", "C", "C", "C", "N", "Cl", "Br", "I", "H", "H", "H", "H"], "xyz": [[0.6655, 0.2960, 0.1493], [-0.5747, 0.4583, -0.4590], [0.9943, -0.9458, 0.6491], [-1.3947, -0.5804, -0.6476], [0.2357, -2.0120, 0.3914], [-1.0099, -1.8117, -0.1440], [0.6016, -3.5020, 0.7899], [-2.0396, -3.2407, -0.2772], [2.3571, -3.9439, 0.3240], [0.1852, -3.9528, 2.8061], [1.2820, 1.1800, 0.1197], [-0.6240, 1.4991, -0.8685], [1.8545, -1.2331, 1.1459], [-2.2832, -0.4869, -1.1143]], "forces_ev_per_angstrom": [[-0.5, 0.1, 0.1], [2.7, 3.0, -0.5], [1.1, 1.1, -0.5], [0.8, -1.7, 1.4], [-1.1, -3.9, 1.2], [-0.8, -1.7, -0.8], [-1.1, 2.4, -0.4], [0.0, 0.8, -0.2], [0.1, 0.2, 0.1], [0.2, 0.4, -0.7], [0.5, -0.2, 0.6], [-1.1, -1.2, 0.2], [2.1, 0.4, 0.9], [-2.9, 0.2, -1.5]]}

=====

Entry 5:
{"formula": "C6H4F5N", "method": "ωB97M-V with the def2-TZVPD basis set", "energy_ha": -785.077446, "orbital_gap_ev": 10.567, "e_above_lowest_ev": 0.000, "spin_multiplicity": 1, "symbols": ["F", "C", "F", "F", "C", "F", "F", "C", "C", "C", "N", "C", "H", "H", "H", "H"], "xyz": [[2.1891, -1.0331, 1.2785], [2.2187, -0.3812, 0.1122], [3.4009, 0.2758, 0.0298], [2.2991, -1.3312, -0.8370], [0.9866, 0.5485, -0.1416], [0.9793, 0.9250, -1.3907], [1.2267, 1.6754, 0.6402], [-0.4146, -0.0050, 0.3925], [-1.4763, 1.0559, -0.0908], [-2.4020, 0.2817, -0.6109], [-2.2543, -1.1080, -0.3991], [-1.1189, -1.3329, 0.0812], [-0.2632, -0.1320, 1.5153], [-1.3454, 2.1964, 0.0013], [-3.2748, 0.6995, -1.0386], [-0.7507, -2.3349, 0.4579]], "forces_ev_per_angstrom": [[-0.4, 0.6, 0.1], [1.3, -0.6, -0.8], [-1.0, 0.2, 0.3], [-0.6, 0.1, -0.1], [-0.5, -0.8, 3.0], [0.0, 0.1, -1.2], [-0.1, -0.6, -0.5], [1.1, 1.2, 0.8], [2.5, 0.0, 1.5], [-1.0, 0.5, 0.2], [-1.4, -0.5, -0.9], [2.1, 0.2, 0.5], [-0.2, 0.8, -1.1], [-0.3, -2.3, -0.4], [-0.9, -0.2, -0.6], [-0.5, 1.3, -0.7]]}

=====

Entry 6:
{"formula": "C6H4O", "method": "ωB97M-V with the def2-TZVPD basis set", "energy_ha": -306.108310, "orbital_gap_ev": 9.262, "e_above_lowest_ev": 2.809, "spin_multiplicity": 1, "symbols": ["C", "C", "C", "C", "C", "C", "O", "H", "H", "H", "H"], "xyz": [[2.4222, -0.1317, -0.2821], [1.7621, 0.2682, 0.6507], [0.3762, 0.1734, 1.0110], [-0.5393, 1.0651, 0.5186], [-1.4478, 0.3048, -0.2701], [-1.0773, -0.9970, -0.1192], [-0.0273, -1.1096, 0.7008], [2.5867, -0.4721, -1.2777], [-0.4484, 2.1418, 0.5697], [-2.1891, 0.6855, -0.9557], [-1.4180, -1.9284, -0.5460]], "forces_ev_per_angstrom": [[-0.1, 0.3, 0.5], [0.3, -0.3, -0.5], [0.0, 0.2, -0.3], [0.0, 0.0, 0.0], [-0.2, -0.1, 0.1], [-0.3, 0.0, 0.0], [-0.1, -0.1, -0.1], [0.9, 0.1, 0.1], [0.0, -0.2, -0.1], [-0.1, -0.1, 0.3], [-0.3, 0.1, 0.2]]}